(1)
Molecular formula: C30H29CdN9O2
Method: DFT, ωB97M-V/def2-TZVPD

Cartesian coordinates (Å):
Cd (1.102, -0.447, 0.939)
O (2.925, 0.038, -3.541)
C (4.183, 0.414, -3.177)
C (5.073, 0.897, -4.133)
C (6.363, 1.253, -3.785)
C (6.786, 1.121, -2.470)
C (5.902, 0.637, -1.522)
C (4.591, 0.290, -1.844)
C (3.666, -0.180, -0.767)
O (2.439, 0.069, -0.865)
N (4.281, -0.838, 0.227)
N (3.402, -1.215, 1.178)
C (3.853, -1.881, 2.170)
C (2.955, -2.314, 3.243)
C (3.424, -3.150, 4.254)
C (2.551, -3.565, 5.245)
C (1.231, -3.148, 5.196)
C (0.850, -2.314, 4.155)
N (1.685, -1.892, 3.213)
H (2.865, 0.079, -4.501)
H (4.739, 0.989, -5.162)
H (7.036, 1.629, -4.546)
H (7.794, 1.395, -2.188)
H (6.211, 0.514, -0.493)
H (4.907, -2.146, 2.221)
H (4.458, -3.469, 4.249)
H (2.894, -4.215, 6.039)
H (0.509, -3.456, 5.940)
H (-0.176, -1.971, 4.065)
C (-3.292, -2.821, 0.525)
C (-3.170, -1.634, 1.235)
C (-1.935, -0.999, 1.318)
C (-0.780, -1.519, 0.717)
C (-0.944, -2.707, -0.003)
C (-2.173, -3.350, -0.106)
H (-4.246, -3.332, 0.464)
H (-4.035, -1.198, 1.721)
H (-1.884, -0.064, 1.872)
H (-0.089, -3.162, -0.494)
H (-2.256, -4.272, -0.669)
C (-0.461, 0.790, -2.202)
C (-0.777, 1.686, -1.054)
N (-0.147, 1.704, 0.096)
C (-0.760, 2.670, 0.863)
C (-1.759, 3.262, 0.162)
N (-1.780, 2.614, -1.057)
C (-2.685, 2.910, -2.144)
N (-4.065, 2.817, -1.756)
N (-4.809, 3.952, -1.687)
N (-5.997, 3.660, -1.327)
C (-6.071, 2.294, -1.134)
C (-7.146, 1.489, -0.751)
C (-6.909, 0.139, -0.643)
C (-5.633, -0.407, -0.894)
C (-4.564, 0.372, -1.274)
C (-4.820, 1.740, -1.401)
H (0.482, 0.287, -2.002)
H (-0.337, 1.353, -3.130)
H (-1.242, 0.040, -2.348)
H (-0.444, 2.893, 1.869)
H (-2.456, 4.046, 0.405)
H (-2.472, 2.219, -2.957)
H (-2.547, 3.931, -2.493)
H (-8.117, 1.922, -0.552)
H (-7.711, -0.526, -0.350)
H (-5.483, -1.471, -0.768)
H (-3.583, -0.062, -1.424)
N (2.018, 1.226, 2.357)
H (2.153, 2.095, 1.852)
H (2.926, 0.860, 2.621)
H (1.499, 1.427, 3.204)

The calculation puts the relative energy (zero: lowest compared OMol25 entry of this formula, charge and spin) at 0.0 kJ/mol. The max |F| is 0.0066 hartree/bohr. The value obtained for the LUMO energy is 0.1 eV.

=====

(2)
Molecular formula: C30H29ClN3O3ReS4
Method: DFT, ωB97M-V/def2-TZVPD

Cartesian coordinates (Å):
Re (0.306, -0.518, -0.207)
O (1.920, -1.816, -0.231)
N (3.193, -1.406, -0.132)
C (4.097, -2.342, 0.239)
C (5.416, -2.023, 0.356)
C (5.815, -0.706, 0.093)
C (4.880, 0.221, -0.290)
C (3.526, -0.131, -0.414)
S (2.286, 0.932, -0.870)
H (3.678, -3.320, 0.423)
H (6.125, -2.784, 0.651)
H (6.856, -0.421, 0.196)
H (5.150, 1.248, -0.499)
O (0.277, 1.923, 0.960)
S (0.429, 3.026, 1.963)
C (-1.032, 4.114, 1.731)
C (-2.129, 3.392, 0.956)
C (-1.961, 3.439, -0.568)
C (-3.072, 2.662, -1.260)
S (-2.688, 0.890, -1.506)
O (-1.651, 0.531, -0.441)
C (-1.921, 1.002, -3.101)
C (-0.613, 1.211, -3.210)
C (0.063, 1.139, -4.526)
C (-0.859, 0.890, -5.756)
C (-2.334, 0.912, -5.493)
C (-2.825, 0.902, -4.257)
C (-0.088, 2.432, 3.570)
C (0.506, 2.987, 4.696)
C (0.104, 2.558, 5.954)
C (-0.879, 1.582, 6.072)
C (-1.457, 1.030, 4.935)
C (-1.059, 1.453, 3.674)
H (-0.682, 5.008, 1.211)
H (-1.353, 4.392, 2.733)
H (-3.086, 3.854, 1.210)
H (-2.172, 2.350, 1.277)
H (-0.987, 3.046, -0.859)
H (-2.003, 4.480, -0.897)
H (-3.276, 3.018, -2.272)
H (-3.999, 2.700, -0.681)
H (-0.007, 1.381, -2.327)
H (0.865, 1.868, -4.632)
H (-0.609, 1.484, -6.638)
H (-3.002, 0.896, -6.351)
H (-3.897, 0.867, -4.076)
H (1.276, 3.745, 4.591)
H (0.564, 2.978, 6.840)
H (-1.189, 1.246, 7.054)
H (-2.215, 0.259, 5.026)
H (-1.482, 1.014, 2.779)
N (0.058, -1.717, 2.622)
C (0.047, -1.254, 1.535)
H (-0.171, -2.594, 3.068)
S (1.603, -1.336, -4.093)
C (0.477, -0.333, -4.858)
N (-0.343, -0.498, -5.868)
Cl (0.501, -7.448, 1.735)
C (0.107, -5.970, 0.895)
C (-0.979, -5.216, 1.307)
C (-1.262, -4.026, 0.648)
C (-0.477, -3.563, -0.412)
C (-0.738, -2.224, -1.041)
C (0.570, -4.379, -0.839)
C (0.872, -5.568, -0.188)
H (-1.603, -5.565, 2.123)
H (-2.114, -3.429, 0.969)
H (-1.805, -2.000, -1.000)
H (-0.404, -2.214, -2.080)
H (1.159, -4.070, -1.698)
H (1.695, -6.191, -0.523)

The calculation puts the relative energy (zero: lowest compared OMol25 entry of this formula, charge and spin) at 446.7 kJ/mol. The max |F| is 0.0361 hartree/bohr. The value obtained for the LUMO energy (alpha / beta) is -0.9 / -0.9 eV.

=====

(3)
Molecular formula: C30H29F5N7O3SV
Method: DFT, ωB97M-V/def2-TZVPD

Cartesian coordinates (Å):
V (0.568, 0.829, -0.409)
C (-2.138, -1.695, 5.444)
C (-0.821, -1.022, 5.075)
N (-0.883, -0.282, 3.839)
C (-0.816, -0.840, 2.585)
S (-0.111, -2.396, 2.351)
N (-1.356, -0.062, 1.662)
N (-0.933, -0.333, 0.367)
C (-1.612, -1.085, -0.415)
C (-2.833, -1.839, -0.012)
C (-1.052, -1.174, -1.779)
C (-1.609, -1.996, -2.751)
C (-0.997, -2.092, -3.989)
C (0.158, -1.362, -4.221)
C (0.649, -0.559, -3.208)
N (0.065, -0.459, -2.014)
H (-2.060, -2.225, 6.397)
H (-2.410, -2.413, 4.669)
H (-2.941, -0.959, 5.530)
H (-0.040, -1.773, 4.967)
H (-0.508, -0.330, 5.862)
H (-1.247, 0.659, 3.842)
H (-2.998, -1.684, 1.050)
H (-2.705, -2.908, -0.186)
H (-3.707, -1.497, -0.575)
H (-2.510, -2.549, -2.526)
H (-1.416, -2.728, -4.758)
H (0.679, -1.404, -5.168)
H (1.546, 0.037, -3.332)
C (3.443, 0.188, 2.612)
C (3.080, -0.262, 1.231)
O (1.929, -0.140, 0.827)
N (4.035, -0.861, 0.483)
C (3.756, -1.434, -0.827)
C (3.099, -2.793, -0.734)
C (3.851, -3.952, -0.568)
C (3.189, -5.156, -0.386)
C (1.804, -5.158, -0.360)
C (1.140, -3.954, -0.542)
N (1.766, -2.798, -0.744)
H (2.672, 0.877, 2.948)
H (4.414, 0.683, 2.633)
H (3.465, -0.681, 3.273)
H (4.958, -0.929, 0.869)
H (4.714, -1.501, -1.348)
H (3.127, -0.746, -1.386)
H (4.933, -3.904, -0.575)
H (3.745, -6.077, -0.255)
H (1.244, -6.069, -0.199)
H (0.056, -3.905, -0.520)
O (2.583, 2.954, -3.237)
C (1.855, 2.481, -2.372)
O (2.163, 1.694, -1.421)
C (0.356, 2.841, -2.445)
C (-0.091, 3.674, -3.496)
C (-1.412, 3.988, -3.558)
C (-2.293, 3.519, -2.553)
C (-3.672, 3.846, -2.534)
C (-4.467, 3.404, -1.518)
C (-3.917, 2.632, -0.470)
C (-2.595, 2.290, -0.461)
C (-1.764, 2.716, -1.526)
N (-0.444, 2.352, -1.530)
H (0.648, 4.017, -4.204)
H (-1.806, 4.609, -4.356)
H (-4.072, 4.460, -3.333)
H (-5.519, 3.659, -1.499)
H (-4.548, 2.320, 0.354)
H (-2.171, 1.740, 0.369)
F (0.520, 4.233, 0.481)
C (1.026, 3.598, 1.628)
F (0.766, 2.153, 1.318)
C (-0.108, 3.816, 2.639)
F (-1.363, 3.508, 2.220)
F (0.095, 3.093, 3.764)
F (-0.151, 5.116, 3.012)

As for the expectation value of S²: 3.764. As for the spin multiplicity: 4. The calculation puts the relative energy (zero: lowest compared OMol25 entry of this formula, charge and spin) at 114.0 kJ/mol. The charge is -1. The max |F| is 0.0211 hartree/bohr. The value obtained for the LUMO energy (alpha / beta) is 2.4 / 2.2 eV.